{
  "formula": "C2H3N2OP",
  "method": "ωB97M-V/def2-TZVPD",
  "species": ["C", "N", "N", "C", "P", "O", "H", "H", "H"],
  "coordinates": [[-0.920, -1.074, 0.012], [-1.612, -0.074, -0.395], [-0.895, 1.058, -0.189], [0.331, 1.306, -0.103], [1.496, -0.073, -0.591], [0.378, -1.190, 0.112], [-1.464, -2.086, 0.253], [0.490, 2.387, 0.238], [2.197, -0.254, 0.662]],
  "lumo_ev": 0.15,
  "total_charge": 0,
  "smiles": "C1=NN=CPO1",
  "homo_lumo_gap_ev": 9.0,
  "fmax_ev_per_a": 4.0,
  "homo_energy_ev": -8.843
}